Computed, not measured: C22H35NO4S in the gas phase at a distorted geometry, with ωB97M-V with the def2-TZVPD basis set.

For the HOMO-LUMO gap, the calculation gives 9.66 eV. The SMILES is CC(C)(C)c1ccc(S(=O)(=O)N2CCC(CO)(C[C@H]3CCCCO3)CC2)cc1. For the energy relative to the best compared isomer or geometry (same formula, charge and spin), the calculation gives 0.00 kJ/mol. Its HOMO energy is -0.335 hartree.

Structure (ORCA input):
```
! RIJCOSX wB97M-V def2-TZVPD def2/J DEFGRID3
* xyz 0 1
C -3.52 3.69 0.75
C -2.69 2.56 1.39
C -1.57 3.17 2.24
C -3.61 1.76 2.32
C -2.14 1.72 0.25
C -1.19 2.28 -0.62
C -0.77 1.60 -1.75
C -1.29 0.35 -2.03
S -0.93 -0.43 -3.61
O -2.10 -1.17 -3.99
O -0.44 0.60 -4.49
N 0.30 -1.53 -3.45
C 0.01 -2.78 -2.79
C 0.38 -2.77 -1.31
C 1.82 -2.29 -1.06
C 2.81 -3.36 -1.58
O 4.16 -3.06 -1.33
C 2.09 -2.16 0.45
C 1.46 -0.96 1.16
C 1.34 -1.23 2.67
C 0.81 0.01 3.38
C 1.71 1.20 3.04
C 1.79 1.34 1.53
O 2.28 0.17 0.92
C 2.02 -0.95 -1.79
C 1.64 -1.03 -3.27
C -2.19 -0.24 -1.17
C -2.60 0.44 -0.04
H -3.98 4.30 1.53
H -2.89 4.33 0.13
H -4.31 3.28 0.12
H -0.89 3.77 1.64
H -1.00 2.38 2.72
H -2.00 3.80 3.01
H -3.94 2.40 3.14
H -4.49 1.41 1.79
H -3.08 0.91 2.74
H -0.80 3.27 -0.44
H -0.07 2.04 -2.44
H -1.06 -2.96 -2.92
H 0.55 -3.58 -3.31
H -0.30 -2.09 -0.78
H 0.24 -3.77 -0.90
H 2.66 -3.54 -2.65
H 2.63 -4.30 -1.05
H 4.38 -2.24 -1.77
H 1.75 -3.07 0.93
H 3.17 -2.08 0.60
H 0.44 -0.75 0.77
H 0.68 -2.08 2.84
H 2.33 -1.48 3.05
H 0.79 -0.15 4.46
H -0.21 0.21 3.05
H 1.32 2.12 3.48
H 2.71 1.03 3.44
H 2.49 2.13 1.24
H 0.80 1.57 1.12
H 3.05 -0.61 -1.68
H 1.39 -0.20 -1.31
H 1.66 -0.05 -3.73
H 2.33 -1.68 -3.82
H -2.61 -1.20 -1.42
H -3.32 -0.03 0.61
*
```

Computed, not measured: C4H9NO2 in the gas phase at a distorted geometry, with ωB97M-V with the def2-TZVPD basis set.

For the HOMO-LUMO gap, the calculation gives 10.23 eV. The SMILES is C[C@@H](O)CNC=O. For the energy relative to the best compared isomer or geometry (same formula, charge and spin), the calculation gives 231.48 kJ/mol. Its HOMO energy is -0.347 hartree.

Structure (ORCA input):
```
! RIJCOSX wB97M-V def2-TZVPD def2/J DEFGRID3
* xyz 0 1
C -1.76 -1.02 -0.47
C -0.67 0.28 -0.45
O -1.30 1.53 -0.50
C 0.17 0.26 0.85
N 1.51 -0.28 0.75
C 2.51 0.42 0.17
O 2.40 1.56 -0.25
H -1.29 -2.02 -0.31
H -2.35 -1.14 -1.41
H -2.43 -0.78 0.34
H -0.41 -0.25 -1.33
H -1.36 1.88 -1.39
H 0.24 1.27 1.28
H -0.39 -0.35 1.56
H 1.68 -1.23 1.04
H 3.46 -0.15 0.11
*
```

Computed, not measured: a molecular structure, C3H2CaO3 at a distorted geometry, with ωB97M-V with the def2-TZVPD basis set.

For the HOMO-LUMO gap, the calculation gives 5.76 eV. For the energy relative to the best compared isomer or geometry (same formula, charge and spin), the calculation gives 0.00 kJ/mol. Its HOMO energy is -0.589 hartree.

Structure (ORCA input):
```
! RIJCOSX wB97M-V def2-TZVPD def2/J DEFGRID3
* xyz 2 1
C -2.79 -0.70 -0.02
C -2.70 0.67 -0.10
O -1.66 1.31 -0.10
C 0.08 -0.17 0.03
O -0.61 -1.14 0.06
O 1.22 0.19 0.03
Ca 3.32 0.02 0.09
H -3.06 -1.22 -0.95
H -3.12 -1.11 0.93
*
```